Record 1
Formula: C5H15N3
Source: OMol25
Level of theory: ωB97M-V with the def2-TZVPD basis set

Calculated values
Lowest unoccupied orbital energy (Ha): -0.232
F_max (eV/Å): 4.02
SMILES: [NH2+]=CNCCCC[NH3+]
Orbital gap (Ha): 0.4227
Energy relative to the best compared isomer or geometry (same formula, charge and spin) (eV): 1.542
E_HOMO (eV): -17.81

```
! RIJCOSX wB97M-V def2-TZVPD def2/J DEFGRID3
* xyz 2 1
C 1.8570 -1.3667 -1.2483
C 1.4374 -0.3034 -0.2503
C -0.0900 -0.2512 -0.3853
C -0.4740 0.6454 0.7711
N -1.4854 1.6605 0.3777
C -2.6811 1.6620 0.9945
N -3.7095 2.5284 0.7988
N 2.7650 -2.4805 -0.5321
H 2.3382 -0.9997 -2.0915
H 0.9649 -1.9142 -1.6399
H 1.7875 -0.5928 0.7643
H 2.0014 0.5822 -0.5125
H -0.5591 0.0246 -1.3593
H -0.4835 -1.2862 -0.1447
H -0.7972 -0.1048 1.5797
H 0.2883 1.3491 1.1613
H -1.2342 2.3537 -0.3680
H -2.7075 0.8455 1.6327
H -4.3744 2.6773 1.5277
H -3.7223 3.2006 0.0448
H 2.2113 -3.3472 -0.3852
H 3.1656 -2.0885 0.3355
H 3.5015 -2.7942 -1.0710
*
```

---

Record 2
Formula: C5H8N
Source: OMol25
Level of theory: ωB97M-V with the def2-TZVPD basis set

Calculated values
Lowest unoccupied orbital energy (Ha): -0.177
F_max (eV/Å): 3.51
SMILES: CC=[N+]=C1CC1
Orbital gap (Ha): 0.3976
Energy relative to the best compared isomer or geometry (same formula, charge and spin) (eV): 4.046
E_HOMO (eV): -15.64

```
! RIJCOSX wB97M-V def2-TZVPD def2/J DEFGRID3
* xyz 1 1
C -1.2767 0.1204 -0.3913
C 2.4053 -0.7411 0.0731
C 2.4729 0.7344 0.0594
C 1.1829 0.0176 0.0407
C -2.8727 -0.2046 0.2017
N -0.0588 0.0182 0.0533
H -1.2325 -0.1179 -1.4924
H 2.6498 -1.3864 -0.8047
H 2.7797 -1.2971 0.9715
H 2.7946 1.2053 1.0413
H 2.7155 1.2012 -0.8748
H -3.6269 0.4149 -0.2853
H -3.0162 0.0406 1.2764
H -3.1799 -1.2327 0.1861
*
```

---

Record 3
Formula: C9H36N12O9
Source: OMol25
Level of theory: ωB97M-V with the def2-TZVPD basis set

Calculated values
Lowest unoccupied orbital energy (Ha): -0.023
F_max (eV/Å): 7.31
SMILES: NC(N)=O.NC(N)=O.NC(N)=O.NC(N)=O.NC(N)=O.NC(N)=O.CO.CO.CO
Orbital gap (Ha): 0.3032
Energy relative to the best compared isomer or geometry (same formula, charge and spin) (eV): 5.366
E_HOMO (eV): -8.87

```
! RIJCOSX wB97M-V def2-TZVPD def2/J DEFGRID3
* xyz 0 1
C -3.2037 0.6300 4.7870
O -3.1304 0.2961 6.1000
H -3.8819 0.0286 4.1815
H -3.6634 1.6179 4.8169
H -2.2056 0.7851 4.3773
H -2.7622 1.0277 6.6007
C -4.4282 -0.0318 -0.1651
O -3.5431 1.0831 -0.1025
H -5.4031 0.2769 -0.5424
H -4.0630 -0.8177 -0.8263
H -4.5665 -0.5424 0.7879
H -3.8183 1.6819 0.5955
C 4.1996 0.3049 2.8314
O 4.6327 0.4239 4.1785
H 3.8952 -0.7393 2.7598
H 3.4327 1.0664 2.6896
H 4.9949 0.5185 2.1173
H 3.9802 -0.0414 4.7071
C 1.0735 -2.9476 -2.6090
O 0.6725 -1.7899 -2.6764
N 1.1300 -3.5536 -1.4558
N 1.4482 -3.7142 -3.5785
H 1.4188 -4.5108 -1.3128
H 1.0808 -2.8751 -0.7092
H 1.4892 -3.3364 -4.5143
H 1.7173 -4.6684 -3.3855
C 0.3305 3.1936 4.0699
O 0.6603 4.3097 4.3669
N -0.1781 2.8549 2.9539
N 0.5871 2.1505 4.7849
H -0.5071 1.9456 2.6624
H -0.3446 3.6004 2.2931
H 0.5168 1.2120 4.4184
H 1.2660 2.3993 5.4901
C -2.7938 1.9601 -3.4953
O -2.6337 2.3127 -4.6255
N -1.9723 1.3079 -2.7470
N -3.9415 2.1584 -2.8613
H -2.2868 1.0353 -1.8268
H -1.0148 1.1765 -3.0402
H -4.7614 2.4803 -3.3555
H -3.9342 1.9123 -1.8818
C 0.4300 -0.5139 0.7811
O 1.5479 -0.9262 1.0529
N -0.3956 -0.0719 1.6611
N -0.1391 -0.5361 -0.3682
H -1.2679 0.3026 1.3163
H -0.3070 -0.3969 2.6133
H 0.3349 -0.9876 -1.1373
H -1.1420 -0.6392 -0.3073
C 4.6012 -1.1060 -0.5913
O 5.6230 -1.1850 -1.2169
N 4.0749 -2.1368 -0.0275
N 3.7487 -0.1112 -0.4975
H 4.4321 -3.0405 -0.3030
H 3.1839 -2.1301 0.4481
H 3.6833 0.5545 -1.2543
H 3.0479 -0.1202 0.2298
C -0.1529 -0.1341 -5.3428
O -0.1902 0.3571 -6.4610
N -0.8342 -1.1961 -5.0564
N 0.5333 0.3151 -4.3623
H -1.4419 -1.5558 -5.7785
H -0.5985 -1.6701 -4.1963
H 1.0720 1.1693 -4.3747
H 0.6683 -0.4229 -3.6862
*
```

---

Record 4
Formula: C6H20F18O28S6Zn
Source: OMol25
Level of theory: ωB97M-V with the def2-TZVPD basis set

Calculated values
Lowest unoccupied orbital energy (Ha): 0.213
F_max (eV/Å): 6.18
Orbital gap (Ha): 0.2095
Energy relative to the best compared isomer or geometry (same formula, charge and spin) (eV): 0.000
E_HOMO (eV): 0.09

```
! RIJCOSX wB97M-V def2-TZVPD def2/J DEFGRID3
* xyz -4 1
Zn -5.8432 -23.5189 6.6705
C -3.0865 -25.2880 4.1571
F -2.8931 -25.9910 5.2703
F -2.1111 -25.5735 3.3460
F -4.2116 -25.6763 3.5104
S -3.0781 -23.4605 4.6260
O -1.8957 -23.1970 5.3772
O -3.1231 -22.5631 3.4284
O -4.3562 -23.3096 5.4033
C -9.6352 -24.8477 8.0382
F -9.6009 -24.2000 6.8369
F -10.7939 -24.4230 8.6836
F -9.6694 -26.1808 7.7544
S -8.0989 -24.3326 9.1142
O -7.1430 -23.8092 8.0981
O -8.5379 -23.3630 10.0545
O -7.6256 -25.5700 9.7883
C -4.4612 -22.2330 10.5820
F -4.5180 -23.5740 10.5082
F -5.6921 -21.8575 10.9552
F -3.5965 -21.8117 11.4913
S -4.0495 -21.4844 8.8458
O -4.8675 -22.2660 7.8992
O -4.4773 -20.0939 8.9375
O -2.5734 -21.5639 8.7966
C -0.7365 -27.2010 9.5880
F -0.5689 -27.4078 10.8966
F 0.4304 -27.1452 9.0476
F -1.4324 -28.2121 9.0616
S -1.6497 -25.5328 9.3161
O -0.5513 -24.5252 9.1684
O -2.4272 -25.8114 8.0755
O -2.4181 -25.3376 10.5490
C -5.4133 -21.8997 15.0526
F -5.9926 -21.7835 16.2673
F -4.7566 -23.0846 14.9119
F -6.4682 -21.7121 14.1962
S -4.1565 -20.5364 14.8657
O -4.4538 -19.8903 13.5263
O -4.3354 -19.6645 15.9897
O -2.7850 -21.0840 14.9125
C -1.5566 -19.7648 5.6697
F -1.2411 -19.6303 6.9610
F -0.6892 -20.6385 5.1897
F -2.8310 -20.2136 5.5279
S -1.4803 -18.0301 4.8349
O -2.5666 -17.2393 5.4219
O -0.1550 -17.4731 5.1413
O -1.6825 -18.3476 3.4228
O -6.9491 -22.0655 5.7857
H -7.8277 -22.1620 5.4174
H -6.6138 -21.2555 5.3997
O -3.0590 -18.4810 11.6914
H -2.6070 -19.3209 11.7774
H -2.5406 -17.9945 11.0495
O -4.8450 -25.1565 7.4240
H -3.9065 -25.1901 7.6246
H -5.1027 -26.0749 7.3421
O -6.1038 -19.0491 10.9847
H -6.8221 -19.6670 10.8434
H -5.6338 -19.0322 10.1508
O -4.0315 -25.1170 12.6321
H -4.8510 -24.7331 12.3199
H -3.6438 -25.5216 11.8543
O -0.4571 -22.3356 7.4590
H -1.3159 -22.0691 7.7918
H -0.6425 -22.7352 6.6096
O -1.1530 -20.5125 12.6718
H -0.4776 -20.0001 13.1166
H -1.7481 -20.7844 13.3731
O -2.0115 -18.0421 8.9080
H -2.7314 -18.6710 8.8463
H -1.2378 -18.5355 8.6352
O -8.1523 -20.7315 10.3183
H -8.0492 -21.6496 10.0600
H -8.7624 -20.3695 9.6753
O -0.4521 -21.8349 10.3179
H -1.1845 -21.6591 9.7239
H -0.7331 -21.4840 11.1650
*
```

---

Record 5
Formula: C3H7BrFN3
Source: OMol25
Level of theory: ωB97M-V with the def2-TZVPD basis set

Calculated values
Lowest unoccupied orbital energy (Ha): 0.034
F_max (eV/Å): 3.62
SMILES: N/C(F)=C/Br.C=NN
Orbital gap (Ha): 0.3496
Energy relative to the best compared isomer or geometry (same formula, charge and spin) (eV): 1.112
E_HOMO (eV): -8.59

```
! RIJCOSX wB97M-V def2-TZVPD def2/J DEFGRID3
* xyz 0 1
C 1.6789 -0.9137 -1.0571
C -1.2271 -1.4756 0.6584
C 2.2474 -0.7919 0.1654
N 2.1409 -0.2050 -2.1840
N -1.0513 0.7140 1.0188
N -0.4848 -0.5392 1.1158
F 0.6951 -1.7557 -1.2944
Br 1.9869 -1.9918 1.6443
H 1.6542 0.6858 -2.1933
H -0.9831 -2.5828 0.7321
H -2.2584 -1.1441 0.3633
H 3.0573 0.0069 0.1343
H 1.9924 -0.8206 -3.0207
H -2.0428 0.7965 1.3193
H -0.3300 1.3532 1.5670
*
```